a:
Here is one molecule with the formula C7H15NO from OMol25. Energies are from wB97M-V/def2-TZVPD.

```
24
Properties=species:S:1:pos:R:3:lowdin_charge:R:1
C -0.1970 1.4952 -0.8276 -0.367
C 1.2129 2.0740 -0.8749 -0.094
C -1.2924 2.5592 -0.8346 -0.093
O -0.7085 -0.5931 0.3429 -0.102
H -0.4380 0.0212 -0.6434 0.183
H -0.3308 0.9201 -1.7758 0.138
H 1.3846 2.6822 0.0139 0.080
H -2.2871 2.1104 -0.8179 0.081
H 1.3494 2.7046 -1.7577 0.077
H 1.9708 1.2881 -0.8946 0.075
H -1.1926 3.1888 0.0506 0.082
H -1.2155 3.1950 -1.7205 0.076
C -0.1400 -1.8043 0.9667 -0.386
C 1.3688 -1.8245 0.7963 -0.042
C -0.8500 -2.9871 0.3388 -0.047
C -0.3102 0.8077 0.8626 -0.442
N -0.0891 1.2465 1.9291 0.130
H -0.4012 -1.7042 2.0201 0.146
H 1.6373 -1.8870 -0.2609 0.086
H -0.6178 -3.0588 -0.7260 0.085
H -0.5232 -3.9104 0.8201 0.086
H 1.7848 -2.6944 1.3070 0.087
H 1.8142 -0.9277 1.2257 0.078
H -1.9295 -2.9012 0.4601 0.084
```

Results
Frontier orbital gap = 8.87 eV
E_LUMO = 0.7 eV

---

b:
Here is C7H15NO as an isolated structure from OMol25. Energies are from wB97M-V/def2-TZVPD.

```
24
Properties=species:S:1:pos:R:3:lowdin_charge:R:1
C -1.5095 0.7138 -0.1273 -0.042
C 0.5086 1.0326 1.8004 0.094
C 0.3245 2.2585 -0.9312 -0.053
C 1.0152 -2.1632 0.5323 -0.087
C -0.1263 -0.6511 -1.8505 -0.019
N -0.1252 1.1927 -0.0348 -0.155
C -0.0354 -1.1201 0.7124 -0.417
C -0.4236 -0.2612 -0.4185 -0.396
O -1.0935 -1.5480 1.5551 -0.068
H -1.3517 -2.4576 1.3305 0.083
H -2.0391 0.6148 0.8107 0.114
H -2.0931 1.1148 -0.9516 0.118
H 0.1153 3.2232 -0.4645 0.086
H 0.4523 2.1187 1.8738 0.036
H 1.5256 0.6655 1.7993 0.043
H -0.1265 0.5394 2.5257 0.037
H 1.4003 2.1645 -1.0870 0.091
H -0.1808 2.2314 -1.9008 0.079
H 1.4388 -2.4422 1.5029 0.074
H 1.8390 -1.8128 -0.0943 0.070
H 0.6405 -3.1055 0.0760 0.075
H 0.9432 -0.8070 -2.0020 0.080
H -0.6306 -1.5922 -2.0800 0.090
H -0.4679 0.0911 -2.5767 0.069
```

Results
Frontier orbital gap = 6.31 eV
E_LUMO = 0.8 eV

---

Relative stability in kJ/mol, measured from the most stable structure: a 0.0; b 113.3